Entry 1:
The following is a quantum chemistry calculation of a structure of composition C33H31Cl3N3OPdSiTe, from OMol25.

```
! wB97M-V def2-TZVPD RIJCOSX def2/J DEFGRID3
* xyz -2 2
Pd -1.516 -0.631 -0.897
C -4.699 0.165 -4.321
C -3.337 0.365 -4.588
C -2.406 0.045 -3.641
C -2.790 -0.498 -2.396
N -4.102 -0.770 -2.233
C -5.044 -0.425 -3.146
C -1.960 -2.603 -0.550
C -1.046 -3.622 -0.503
C -1.365 -4.962 -0.154
C -2.703 -5.235 0.167
C -3.645 -4.258 0.089
N -3.313 -2.953 -0.299
H -5.467 0.448 -5.027
H -3.031 0.812 -5.527
H -1.357 0.255 -3.783
H -6.062 -0.679 -2.889
H -0.012 -3.370 -0.704
H -0.603 -5.730 -0.108
H -3.019 -6.225 0.478
H -4.691 -4.441 0.291
Cl -4.122 -0.251 0.636
Si -4.548 -1.831 -0.789
Cl -6.570 -1.867 -0.125
Cl -5.271 -3.372 -2.419
C 4.062 -1.954 5.560
C 3.188 -1.392 4.469
C 3.379 -0.109 3.979
C 2.575 0.418 2.967
C 2.864 1.838 2.542
C 1.548 -0.349 2.390
Te 0.165 0.605 0.828
N -0.947 1.341 -1.009
C -1.571 2.407 -1.435
O -2.603 2.515 -2.146
C -0.892 3.730 -1.080
C -0.748 4.150 0.241
C -0.111 5.346 0.544
C 0.411 6.138 -0.471
C 0.265 5.731 -1.792
C -0.396 4.549 -2.090
C 1.871 0.882 -0.409
C 2.219 2.190 -0.731
C 3.295 2.465 -1.560
C 4.032 1.418 -2.093
C 3.671 0.112 -1.804
C 2.589 -0.181 -0.972
C 2.185 -1.610 -0.766
C 1.323 -1.629 2.926
C 0.202 -2.521 2.454
C 2.143 -2.131 3.937
H 4.822 -1.232 5.863
H 4.575 -2.862 5.232
H 3.477 -2.216 6.445
H 4.168 0.509 4.401
H 3.373 2.379 3.344
H 1.953 2.381 2.287
H 3.504 1.864 1.657
H -1.124 3.516 1.035
H -0.013 5.655 1.579
H 0.924 7.064 -0.234
H 0.669 6.341 -2.593
H -0.534 4.236 -3.119
H 1.637 3.013 -0.329
H 3.547 3.494 -1.788
H 4.874 1.615 -2.748
H 4.225 -0.710 -2.246
H 2.916 -2.290 -1.206
H 1.211 -1.791 -1.224
H 2.087 -1.839 0.295
H -0.551 -1.998 1.870
H -0.295 -2.999 3.302
H 0.575 -3.326 1.815
H 1.942 -3.129 4.322
*
```

Computed properties:
⟨S²⟩   0.770
Kohn-Sham gap (spin up / spin down)   3.938 / 6.020 eV



Entry 2:
The following is a quantum chemistry calculation of a structure of composition C33H31N3O3S3Zr, from OMol25.

```
! wB97M-V def2-TZVPD RIJCOSX def2/J DEFGRID3
* xyz 0 1
Zr 0.618 -1.233 -0.171
O 2.027 0.710 1.643
C 1.311 -0.215 2.100
O 0.150 -0.442 1.595
C 1.815 -1.117 3.144
C 2.535 -0.624 4.230
C 3.095 -1.485 5.150
C 2.991 -2.860 4.952
C 2.291 -3.360 3.878
C 1.662 -2.507 2.961
S 0.763 -3.217 1.657
H 2.637 0.446 4.345
H 3.624 -1.091 6.005
H 3.474 -3.541 5.641
H 2.214 -4.424 3.706
O 1.091 0.938 -0.701
C 1.472 1.934 -1.637
C 2.765 1.605 -2.391
C 2.817 0.137 -2.843
C 1.550 -0.269 -3.528
C 1.431 -0.102 -4.907
C 0.247 -0.429 -5.537
C -0.796 -0.903 -4.756
C -0.592 -1.054 -3.395
N 0.554 -0.757 -2.778
H 1.566 1.069 0.197
H 1.604 2.898 -1.132
H 0.635 2.032 -2.343
H 3.620 1.797 -1.739
H 2.825 2.269 -3.258
H 2.965 -0.506 -1.969
H 3.661 0.013 -3.523
H 2.265 0.287 -5.470
H 0.136 -0.314 -6.604
H -1.744 -1.156 -5.201
H -1.388 -1.437 -2.771
C -2.088 4.348 2.720
C -1.852 3.995 1.244
C -0.340 3.996 0.994
C -2.497 5.059 0.346
C -2.475 2.635 0.951
C -3.788 2.341 1.351
C -4.343 1.085 1.205
C -3.573 0.079 0.644
S -3.911 -1.616 0.413
C -2.300 -1.828 -0.246
N -1.606 -0.716 -0.334
C -2.275 0.360 0.184
C -1.750 1.642 0.322
C -1.739 -3.090 -0.667
C -2.492 -4.271 -0.699
C -1.891 -5.443 -1.105
C -0.550 -5.436 -1.479
C 0.196 -4.267 -1.419
C -0.358 -3.045 -1.016
H -1.626 5.305 2.959
H -1.651 3.585 3.361
H -3.148 4.422 2.947
H 0.092 4.924 1.362
H -0.126 3.936 -0.070
H 0.145 3.173 1.513
H -2.044 6.031 0.534
H -3.565 5.129 0.533
H -2.344 4.812 -0.703
H -4.395 3.119 1.789
H -5.345 0.890 1.551
H -0.757 1.814 -0.049
H -3.532 -4.260 -0.398
H -2.456 -6.364 -1.123
H -0.087 -6.362 -1.798
H 1.254 -4.308 -1.681
S 5.014 -1.610 1.175
C 3.647 -1.584 0.408
N 2.669 -1.570 -0.270
*
```

Computed properties:
Kohn-Sham gap   6.524 eV



Entry 3:
The following is a quantum chemistry calculation of a structure of composition C33H32BBaN4O8S, from OMol25.

```
! wB97M-V def2-TZVPD RIJCOSX def2/J DEFGRID3
* xyz -1 1
Ba -0.467 -0.546 2.087
O -1.065 4.264 2.531
C -0.741 4.542 3.801
C -1.041 5.819 4.284
C -0.728 6.165 5.582
C -0.109 5.247 6.429
C 0.186 3.984 5.954
C -0.120 3.606 4.645
C 0.186 2.236 4.148
O -0.140 1.932 2.953
N 0.792 1.429 5.010
N 0.966 0.187 4.484
C 1.696 -0.616 5.152
C 1.943 -1.984 4.682
C 2.810 -2.803 5.398
C 3.056 -4.087 4.941
C 2.430 -4.519 3.785
C 1.574 -3.642 3.131
N 1.334 -2.406 3.561
H -0.767 3.328 2.381
H -1.523 6.515 3.609
H -0.967 7.159 5.940
H 0.137 5.520 7.447
H 0.664 3.249 6.586
H 2.171 -0.293 6.079
H 3.283 -2.429 6.296
H 3.732 -4.739 5.481
H 2.593 -5.511 3.388
H 1.054 -3.913 2.215
C 3.052 -4.438 -2.294
C 3.967 -3.259 -2.507
C 3.318 -1.900 -2.486
O 5.156 -3.400 -2.692
H 2.504 -4.334 -1.355
H 3.623 -5.363 -2.310
H 2.291 -4.448 -3.078
H 2.543 -1.836 -3.255
H 4.065 -1.125 -2.644
H 2.811 -1.743 -1.531
O -0.796 2.716 -0.918
C -1.755 2.334 -0.271
N -1.945 1.069 0.200
S -3.344 0.898 0.947
O -4.311 0.108 0.229
O -3.080 0.428 2.309
C -3.834 2.597 0.898
C -4.942 3.234 1.417
C -5.069 4.593 1.156
C -4.118 5.268 0.394
C -3.014 4.603 -0.123
C -2.885 3.254 0.143
H -5.676 2.700 2.004
H -5.918 5.136 1.553
H -4.242 6.328 0.211
H -2.254 5.111 -0.701
C 1.337 -1.332 -6.595
C 0.063 -1.972 -6.026
C -1.165 -1.298 -6.653
C 0.056 -3.447 -6.428
C 0.029 -1.786 -4.507
C 0.060 -0.491 -3.978
C 0.034 -0.233 -2.609
C -0.008 -1.331 -1.779
O 0.004 -1.394 -0.415
B -0.077 -2.800 -0.004
O -0.092 -3.512 -1.242
C -0.056 -2.618 -2.275
C -0.040 -2.875 -3.631
H 1.371 -1.459 -7.681
H 2.227 -1.799 -6.168
H 1.382 -0.265 -6.378
H -1.154 -1.422 -7.739
H -1.189 -0.231 -6.432
H -2.085 -1.740 -6.265
H 0.090 -3.527 -7.517
H -0.847 -3.954 -6.085
H 0.923 -3.976 -6.027
H 0.095 0.356 -4.652
H 0.036 0.774 -2.208
H -0.082 -3.896 -3.982
*
```

Computed properties:
Kohn-Sham gap   6.293 eV



Entry 4:
The following is a quantum chemistry calculation of a structure of composition C33H32BCoF7NO2STe, from OMol25.

```
! wB97M-V def2-TZVPD RIJCOSX def2/J DEFGRID3
* xyz -1 4
Co -0.520 0.034 0.387
C 0.077 2.069 2.614
C 1.017 1.553 1.550
C 1.176 2.271 0.347
C 0.400 3.552 0.200
C 2.095 1.821 -0.613
C 2.318 2.548 -1.919
C 2.828 0.649 -0.374
C 3.826 0.162 -1.392
C 2.633 -0.089 0.795
C 3.284 -1.440 0.957
C 1.786 0.403 1.795
C 1.743 -0.257 3.150
H 0.573 2.807 3.254
H -0.286 1.259 3.244
H -0.794 2.546 2.170
H -0.675 3.366 0.187
H 0.641 4.100 -0.704
H 0.610 4.210 1.048
H 3.309 3.010 -1.951
H 1.592 3.333 -2.109
H 2.257 1.857 -2.761
H 4.241 0.982 -1.974
H 3.359 -0.536 -2.091
H 4.657 -0.358 -0.917
H 4.289 -1.376 1.387
H 3.369 -1.943 -0.007
H 2.684 -2.081 1.601
H 0.908 -0.959 3.225
H 1.626 0.490 3.936
H 2.667 -0.796 3.348
F -2.872 2.724 -3.680
Te -1.352 2.342 -2.675
F -0.884 1.197 -4.235
F -0.428 3.699 -3.672
F -2.835 0.582 -2.342
F -1.998 3.851 -1.637
O -1.837 1.148 -0.315
O 0.356 -1.130 -1.124
S 0.004 -2.606 -1.201
C 1.376 -3.301 -2.109
C 1.881 -4.520 -1.690
C 2.943 -5.087 -2.384
C 3.488 -4.424 -3.473
C 2.975 -3.197 -3.879
C 1.911 -2.630 -3.200
C -1.228 -2.791 -2.472
C -1.411 -1.797 -3.413
C -2.388 -1.974 -4.381
C -3.149 -3.133 -4.397
C -2.952 -4.122 -3.440
C -1.990 -3.950 -2.458
H 1.452 -5.014 -0.825
H 3.347 -6.040 -2.068
H 4.318 -4.864 -4.011
H 3.403 -2.684 -4.731
H 1.488 -1.681 -3.507
H -0.847 -0.877 -3.379
H -2.565 -1.178 -5.091
H -3.921 -3.259 -5.146
H -3.564 -5.016 -3.444
H -1.847 -4.693 -1.682
F -4.194 1.117 -0.523
B -2.990 0.503 -0.815
F -3.055 -0.887 -0.561
N -3.877 -8.860 1.191
C -3.474 -7.788 1.309
C -2.963 -6.455 1.455
C -1.776 -6.241 2.157
C -1.278 -4.959 2.292
C -1.954 -3.869 1.730
C -3.147 -4.095 1.029
C -3.647 -5.375 0.893
C -1.432 -2.546 1.790
C -0.937 -1.439 1.668
H -1.252 -7.083 2.588
H -0.356 -4.784 2.829
H -3.652 -3.246 0.582
H -4.566 -5.549 0.347
*
```

Computed properties:
⟨S²⟩   3.759
Kohn-Sham gap (spin up / spin down)   8.213 / 7.995 eV



Entry 5:
The following is a quantum chemistry calculation of a structure of composition C33H32BF6NO2S, from OMol25.

```
! wB97M-V def2-TZVPD RIJCOSX def2/J DEFGRID3
* xyz 0 1
C -2.650 3.728 -2.702
C -1.688 2.621 -2.513
C -1.896 1.304 -2.929
C -0.833 0.448 -2.678
C 0.269 1.059 -1.981
B -2.132 -1.270 1.736
C 1.267 0.520 -1.064
C 1.783 1.409 -0.023
C 2.751 2.309 -0.293
C 3.365 3.076 0.850
F 4.711 2.800 0.953
F 3.243 4.430 0.696
F 2.812 2.753 2.064
C 3.218 2.519 -1.616
C 2.719 1.773 -2.636
C 3.312 1.889 -4.016
F 4.141 0.818 -4.283
F 2.346 1.880 -4.989
F 4.055 3.021 -4.192
C 1.735 0.737 -2.455
O -3.007 -0.585 2.519
C -4.254 -0.696 1.789
C -5.361 -0.738 2.817
C -4.423 0.569 0.941
C -4.047 -2.001 0.918
C -4.456 -3.273 1.662
C -4.685 -2.018 -0.452
O -2.609 -2.049 0.726
S -0.174 2.800 -1.775
H -3.118 3.645 -3.689
H -3.445 3.682 -1.948
H -2.136 4.688 -2.618
H -2.824 1.008 -3.418
H -0.791 -0.580 -3.013
H 1.426 1.276 0.993
H 3.998 3.253 -1.788
H 1.771 -0.103 -3.153
H -6.333 -0.788 2.315
H -5.267 -1.596 3.492
H -5.340 0.178 3.420
H -5.423 0.596 0.487
H -4.328 1.455 1.583
H -3.674 0.650 0.139
H -5.550 -3.347 1.720
H -4.092 -4.152 1.114
H -4.047 -3.314 2.682
H -5.778 -2.024 -0.357
H -4.393 -1.153 -1.057
H -4.389 -2.929 -0.986
C 0.640 -1.920 -1.701
C 0.711 -0.775 -0.680
N 1.602 -1.341 0.417
C 1.387 -1.184 1.795
C 0.207 -0.952 2.463
C 0.305 -0.618 3.812
C 1.547 -0.565 4.475
C 2.735 -0.855 3.795
C 2.647 -1.198 2.449
C 3.659 -1.322 1.430
C 2.985 -1.408 0.185
C 3.668 -1.307 -1.018
C 5.031 -1.005 -0.976
C 5.704 -0.899 0.251
C 5.027 -1.064 1.462
H 1.204 -2.789 -1.342
H -0.411 -2.223 -1.773
H 1.009 -1.668 -2.699
H -0.267 -0.645 -0.199
H -0.870 -1.079 1.885
H -0.603 -0.392 4.370
H 1.578 -0.298 5.531
H 3.716 -0.817 4.268
H 3.145 -1.461 -1.957
H 5.570 -0.843 -1.912
H 6.772 -0.676 0.250
H 5.523 -0.978 2.429
*
```

Computed properties:
Kohn-Sham gap   2.629 eV



Entry 6:
The following is a quantum chemistry calculation of a structure of composition C33H32N6O2S4Y, from OMol25.

```
! wB97M-V def2-TZVPD RIJCOSX def2/J DEFGRID3
* xyz -1 1
Y -0.892 -0.891 1.105
C 3.787 -0.108 1.106
C 2.417 -0.708 1.182
N 1.313 -0.049 0.791
O 1.494 1.358 0.606
C 2.169 -1.986 1.729
C 3.253 -2.941 2.115
N 0.886 -2.258 1.926
O 0.728 -3.501 2.556
H 3.733 0.884 0.668
H 4.457 -0.716 0.494
H 4.240 -0.022 2.097
H 1.383 1.728 1.495
H 4.233 -2.529 1.887
H 3.137 -3.890 1.591
H 3.202 -3.172 3.180
C 2.227 1.622 5.490
C 2.023 0.347 4.983
C 1.018 0.108 4.061
C 0.198 1.147 3.625
C 0.386 2.428 4.153
C 1.398 2.655 5.072
N -0.805 0.879 2.644
N -1.556 1.953 2.459
C -2.499 1.892 1.490
C -3.314 3.049 1.378
C -4.277 3.109 0.418
C -4.438 2.010 -0.445
C -3.619 0.926 -0.277
N -2.658 0.827 0.664
H 3.014 1.809 6.209
H 2.640 -0.481 5.312
H 0.836 -0.890 3.698
H -0.254 3.235 3.834
H 1.536 3.654 5.466
H -3.130 3.853 2.074
H -4.904 3.987 0.326
H -5.184 1.995 -1.226
H -3.736 0.065 -0.914
S -0.490 -5.064 4.133
C -0.419 -3.657 3.274
S -1.554 -2.370 3.383
S -1.307 -3.467 0.073
C 3.285 1.431 -2.244
C 2.681 1.470 -3.641
C 2.606 2.932 -4.101
C 3.605 0.694 -4.586
C 1.285 0.848 -3.687
C 0.614 0.816 -4.926
C -0.611 0.214 -5.081
C -1.201 -0.372 -3.964
S -2.667 -1.273 -3.847
C -2.367 -1.499 -2.148
N -1.277 -0.958 -1.691
C -0.578 -0.321 -2.716
C 0.674 0.289 -2.579
C -3.358 -2.234 -1.344
C -4.709 -2.087 -1.668
C -5.696 -2.625 -0.867
C -5.319 -3.306 0.291
C -3.988 -3.491 0.596
C -2.960 -3.009 -0.235
H 4.265 1.913 -2.260
H 3.425 0.407 -1.897
H 2.668 1.941 -1.509
H 3.593 3.393 -4.038
H 1.923 3.503 -3.472
H 2.264 3.014 -5.132
H 4.601 1.141 -4.583
H 3.236 0.704 -5.612
H 3.697 -0.346 -4.272
H 1.083 1.259 -5.794
H -1.093 0.183 -6.049
H 1.142 0.289 -1.607
H -4.991 -1.505 -2.537
H -6.738 -2.494 -1.120
H -6.076 -3.701 0.956
H -3.692 -4.041 1.480
*
```

Computed properties:
Kohn-Sham gap (spin up / spin down)   5.462 / 6.349 eV



| no. | maximum force (eV/Å) |
| --- | --- |
| 1 | 0.29 |
| 2 | 2.16 |
| 3 | 0.25 |
| 4 | 0.48 |
| 5 | 4.62 |
| 6 | 1.35 |